{"formula": "C4H6NO2", "method": "ωB97M-V/def2-TZVPD", "e_above_lowest_kcal_mol": 187.4, "max_force_ev_per_a": 5.61, "e_lumo_ev": [3.613, 3.093], "total_charge": -1, "elements": ["C", "C", "C", "C", "N", "O", "O", "H", "H", "H", "H", "H", "H"], "xyz": [[0.848, 3.510, -0.351], [0.229, 2.489, -0.538], [0.596, -2.418, 0.637], [-0.750, 1.691, -1.019], [-1.235, -1.183, -0.313], [-1.460, -0.939, 0.887], [0.048, -1.795, -0.529], [1.666, 3.973, 0.271], [1.700, -2.581, 0.667], [0.104, -3.282, 0.974], [0.593, -1.728, 1.440], [-0.670, 0.838, -1.705], [-1.667, 1.425, -0.423]], "forces_ev_per_angstrom": [[3.7627, 3.6207, 2.0523], [-2.0277, -1.5841, -1.2403], [1.7524, 1.6266, 0.0992], [-2.2386, -2.7646, 0.3311], [-0.0012, 1.4264, 3.8161], [0.3761, -1.3088, -3.6518], [0.2515, -1.1499, 0.3342], [-1.2076, -0.8292, -0.9168], [-0.7093, -0.1943, -1.4549], [-0.9256, -1.3145, -0.0036], [-0.7013, 0.9060, 1.0310], [0.7533, 0.6278, -0.1885], [0.9153, 0.9379, -0.2080]], "lowdin_charge": [-0.086, -0.429, -0.137, -0.192, -0.035, -0.100, -0.183, -0.027, 0.093, 0.056, 0.049, -0.017, 0.007]}

=====

{"formula": "C4H6NO2", "method": "ωB97M-V/def2-TZVPD", "e_above_lowest_kcal_mol": 34.8, "max_force_ev_per_a": 5.86, "e_lumo_ev": -5.314, "total_charge": 1, "elements": ["C", "C", "C", "C", "N", "O", "O", "H", "H", "H", "H", "H", "H"], "xyz": [[0.184, -1.568, 0.606], [0.424, 1.269, 0.198], [-0.111, 1.283, 1.466], [-0.298, -0.885, -1.734], [-0.244, -0.815, -0.290], [0.485, -2.149, 1.549], [0.780, 1.632, -0.835], [0.173, 0.250, 1.782], [0.428, 2.041, 2.182], [-1.157, 1.437, 1.520], [0.643, -0.364, -2.228], [-1.103, -0.239, -2.079], [-0.203, -1.894, -2.139]], "forces_ev_per_angstrom": [[-1.1293, 0.7387, -2.1861], [0.3951, 1.9226, -5.5191], [2.4896, -0.2009, 4.0590], [2.5773, 1.1783, -1.6915], [1.0978, -0.7284, 1.5159], [0.2384, -0.0819, 0.3377], [-0.4036, -1.0628, 3.0602], [-0.5796, 0.9598, 0.8512], [-0.8246, -1.2160, -1.5448], [-1.1591, 0.0175, -0.3643], [-1.5113, -0.8770, 1.3256], [-0.3848, -0.7426, -0.0453], [-0.8058, 0.0928, 0.2014]], "lowdin_charge": [-0.261, -0.090, 0.051, -0.062, 0.015, 0.266, 0.325, 0.108, 0.194, 0.132, 0.127, 0.093, 0.102]}

=====

{"formula": "C4H6NO2", "method": "ωB97M-V/def2-TZVPD", "e_above_lowest_kcal_mol": 114.6, "max_force_ev_per_a": 3.34, "e_lumo_ev": [-7.037, -7.036], "total_charge": 1, "elements": ["C", "C", "C", "C", "N", "O", "O", "H", "H", "H", "H", "H", "H"], "xyz": [[-0.098, -1.567, 0.060], [-1.465, -1.114, -0.029], [-2.018, 0.093, -0.052], [1.427, 1.659, -0.015], [0.445, 0.714, 0.013], [-2.504, 1.112, -0.036], [0.859, -0.448, -0.048], [0.361, -2.206, 0.897], [-0.028, -2.067, -0.896], [-2.012, -2.044, -0.132], [1.246, 2.413, -0.741], [2.390, 1.347, -0.075], [1.397, 2.107, 1.054]], "forces_ev_per_angstrom": [[1.1787, 0.6299, 0.0130], [-1.2073, -0.4255, 0.8879], [1.1347, -2.1588, 0.5010], [-0.0752, 2.0967, 2.6004], [-2.1180, -1.9308, -0.2924], [-1.1198, 1.7085, -0.2002], [1.5110, -0.1786, 0.2193], [-1.0529, 1.0334, -0.9353], [1.2101, -0.5631, -0.2226], [-1.0908, 0.5474, -0.1209], [-0.7435, 0.9241, -0.4130], [2.8563, -1.5901, -0.5833], [-0.4833, -0.0931, -1.4539]], "lowdin_charge": [-0.085, -0.068, -0.170, 0.015, 0.103, 0.263, 0.062, 0.191, 0.148, 0.143, 0.126, 0.079, 0.192]}

=====

{"formula": "C4H6NO2", "method": "ωB97M-V/def2-TZVPD", "e_above_lowest_kcal_mol": 210.1, "max_force_ev_per_a": 6.19, "e_lumo_ev": [-5.402, -5.416], "total_charge": 1, "elements": ["C", "C", "C", "C", "N", "O", "O", "H", "H", "H", "H", "H", "H"], "xyz": [[-0.667, -2.598, 0.980], [2.273, 2.387, 0.452], [2.426, 1.462, 1.340], [-2.375, -2.500, -0.878], [0.919, -0.229, 0.484], [-1.480, -2.622, 0.138], [1.811, 0.152, 1.289], [2.937, 3.321, 0.552], [1.773, 2.331, -0.465], [2.991, 1.552, 2.167], [-2.577, -3.472, -1.378], [-2.024, -1.983, -1.807], [-3.379, -2.103, -0.356]], "forces_ev_per_angstrom": [[-0.7467, 0.1075, -0.8933], [2.1608, 2.6484, -0.3106], [-2.0557, -0.9718, -2.1190], [-5.3052, 0.3673, -3.1616], [0.3579, 0.7611, 0.1313], [3.6272, -0.1636, 2.8544], [-0.1858, -0.6826, 0.3775], [-1.3164, -1.5043, 0.1316], [-0.9866, -0.3597, -0.9831], [1.7066, -0.1779, 2.7246], [0.1106, -0.0130, 1.2634], [0.2294, 0.6727, 1.5963], [2.4038, -0.6841, -1.6114]], "lowdin_charge": [0.390, 0.059, -0.133, 0.002, 0.104, 0.005, -0.153, 0.121, 0.050, 0.080, 0.134, 0.147, 0.194]}

=====

{"formula": "C4H6NO2", "method": "ωB97M-V/def2-TZVPD", "s_squared": 2.0161, "multiplicity": 3, "e_above_lowest_kcal_mol": 3.9, "max_force_ev_per_a": 3.56, "e_lumo_ev": [-4.315, -6.989], "total_charge": 1, "elements": ["C", "C", "C", "C", "N", "O", "O", "H", "H", "H", "H", "H", "H"], "xyz": [[1.783, 0.713, -0.078], [0.981, -0.989, 0.126], [0.369, 1.287, -0.028], [-0.247, -0.120, -0.320], [-1.477, -0.687, 0.280], [2.797, 1.155, -0.357], [1.042, -2.139, 0.432], [0.136, 1.596, 0.965], [0.101, 2.026, -0.803], [-0.232, -0.206, -1.431], [-2.423, -0.375, 0.033], [-1.432, -0.521, 1.343], [-1.398, -1.738, -0.162]], "forces_ev_per_angstrom": [[-3.0346, -0.7362, 0.8001], [-1.2472, 2.3436, -0.3493], [-0.7677, -1.8882, -0.7551], [2.4935, 0.4885, -1.4987], [-0.1769, -2.2631, 0.3572], [2.7498, 0.2804, -0.4597], [0.6918, -0.1333, -0.0665], [-0.0615, 0.5909, 0.6927], [0.4750, -0.1113, 0.4527], [-0.9737, -0.2248, 0.6560], [0.3389, 0.5168, -0.6201], [0.0795, -1.3719, -1.6653], [-0.5669, 2.5085, 2.4561]], "mulliken_spin": [0.227, 0.507, 0.120, 0.166, 0.017, 0.407, 0.499, 0.001, 0.010, 0.038, 0.009, 0.004, -0.004]}

=====

{"formula": "C4H6NO4S", "method": "ωB97M-V/def2-TZVPD", "e_above_lowest_kcal_mol": 94.0, "max_force_ev_per_a": 4.45, "e_lumo_ev": 3.639, "total_charge": -1, "elements": ["C", "C", "C", "C", "N", "O", "O", "O", "O", "S", "H", "H", "H", "H", "H", "H"], "xyz": [[-1.965, 1.182, -1.236], [-0.862, 0.761, -0.684], [2.265, -1.295, 0.233], [1.817, 1.147, 0.266], [2.476, -0.139, 0.287], [-0.146, -0.737, 1.426], [2.516, -2.432, 0.364], [-0.652, -1.874, -0.817], [-2.477, -1.178, 0.855], [-0.919, -0.807, 0.158], [-2.937, 0.844, -1.215], [-2.075, 2.180, -1.747], [2.482, 1.674, -0.418], [0.738, 1.184, -0.062], [1.911, 1.396, 1.291], [-2.172, -1.906, 1.299]], "forces_ev_per_angstrom": [[-0.4487, 2.7944, -1.0128], [0.2070, -1.6300, 0.7902], [1.6390, -1.4912, 1.0102], [0.9174, -0.5796, -0.5334], [-0.9629, 1.8427, -0.9627], [-0.6885, -0.3168, -2.1017], [-0.8639, -1.5072, -0.4803], [-0.0289, 0.9267, 1.4551], [0.1185, 3.2464, -3.0344], [-0.5922, 0.2151, 0.5583], [-2.0712, -1.7071, 0.4760], [1.0427, -0.6855, 0.2290], [-0.3285, 1.0224, 0.3086], [1.3203, -0.2989, 0.0642], [0.0257, 1.4009, 0.9547], [0.7141, -3.2323, 2.2789]], "lowdin_charge": [-0.159, -0.286, -0.420, -0.135, 0.063, -0.367, 0.096, -0.355, -0.216, 0.658, 0.000, 0.040, 0.069, -0.014, 0.059, -0.034]}

=====

{"formula": "C4H6NaO", "method": "ωB97M-V/def2-TZVPD", "e_above_lowest_kcal_mol": 73.0, "max_force_ev_per_a": 6.17, "e_lumo_ev": -4.399, "total_charge": 1, "elements": ["H", "C", "C", "C", "H", "H", "H", "C", "O", "Na", "H", "H"], "xyz": [[0.196, 1.798, -1.682], [-0.392, 1.441, 1.232], [-0.379, 1.272, -0.068], [0.016, 0.725, -1.221], [-1.270, 1.850, 1.737], [0.445, 1.111, 1.854], [-0.669, 0.175, -1.871], [1.038, -1.695, -0.274], [-0.202, -1.748, -0.208], [-1.987, -1.483, 1.069], [1.566, -2.129, -1.141], [1.637, -1.319, 0.573]], "forces_ev_per_angstrom": [[0.7480, -2.0489, -0.4779], [-0.8866, 0.0554, 0.2721], [1.0400, -3.1649, 0.9097], [-1.9297, 5.7898, -0.8813], [0.4659, 0.3957, -0.1299], [-0.2126, 0.1303, -0.2968], [0.6957, -0.6822, 0.4020], [-2.1141, -0.7167, 0.3192], [2.3283, -0.3961, 0.1511], [0.1444, 0.1965, -0.0906], [-0.1435, 0.3468, 0.1276], [-0.1358, 0.0944, -0.3050]], "lowdin_charge": [0.126, -0.017, -0.200, -0.017, 0.068, 0.080, 0.082, -0.026, -0.140, 0.817, 0.116, 0.111]}

=====

{"formula": "C4H6O", "method": "ωB97M-V/def2-TZVPD", "e_above_lowest_kcal_mol": 44.0, "smiles": "C=C=COC", "max_force_ev_per_a": 0.34, "e_lumo_ev": 1.035, "total_charge": 0, "elements": ["C", "C", "C", "O", "C", "H", "H", "H", "H", "H", "H"], "xyz": [[-1.134, 1.882, 0.010], [-0.759, 0.760, 0.560], [-0.282, -0.358, 1.047], [0.955, -0.833, 0.686], [1.082, -1.286, -0.652], [-0.891, 2.836, 0.471], [-1.680, 1.900, -0.930], [-0.812, -0.968, 1.778], [0.209, -1.004, -1.251], [1.185, -2.377, -0.653], [1.976, -0.839, -1.098]], "forces_ev_per_angstrom": [[0.0351, -0.1108, 0.0706], [0.0929, 0.0104, -0.0779], [-0.2438, 0.1980, 0.0284], [0.0558, -0.0633, 0.1365], [0.0610, -0.1212, -0.3127], [-0.0639, -0.1099, -0.0487], [0.0044, -0.0130, 0.1498], [0.0309, 0.1730, -0.0811], [0.1450, -0.0216, 0.0975], [-0.0081, 0.1247, -0.0565], [-0.1093, -0.0664, 0.0942]], "lowdin_charge": [0.013, -0.075, -0.187, -0.153, -0.092, 0.060, 0.059, 0.118, 0.086, 0.085, 0.087]}